No. 1
Here is a single C5H14N2O molecule from the OMol25 dataset. Energies are from ωB97M-V/def2-TZVPD.

XYZ file:
```
22
Properties=species:S:1:pos:R:3:lowdin_charge:R:1
C -0.3147 -0.0538 0.4179 -0.64
C 0.9388 0.1561 -0.4213 -0.11
C 2.3346 -0.0909 0.3069 -0.23
C -1.6069 0.3663 -0.4595 -0.18
C -1.6019 0.0780 -1.9542 -0.13
N -0.2869 0.6960 1.6411 0.06
N -0.4562 -1.4030 0.8717 0.08
O 2.2374 -0.3542 1.7021 -0.12
H 1.6194 0.3269 2.0484 0.06
H -0.3514 1.6947 1.4525 0.10
H -1.0593 0.3650 2.2199 0.10
H -0.4172 -2.0548 0.0933 0.09
H 0.3036 -1.6119 1.5239 0.08
H 0.9742 1.1794 -0.8119 0.11
H 0.9413 -0.5172 -1.2868 0.11
H 2.8656 -0.9380 -0.1399 0.11
H 2.9813 0.7827 0.1719 0.10
H -2.4955 -0.1156 -0.0265 0.11
H -1.7899 1.4400 -0.3244 0.10
H -1.3314 -0.9596 -2.1699 0.07
H -0.8955 0.7383 -2.4695 0.07
H -2.5894 0.2755 -2.3857 0.07
```

E: -10439.568 eV
HOMO: -9.0 eV
energy above the lowest of the compared OMol25 structures with the same formula, charge and spin: 140.9 kJ/mol
SMILES: CCC(N)(N)CCO
2S+1: 1



No. 2
Here is 5 unconnected molecules or ions with the total composition C18H50N4O5 from the OMol25 dataset. Energies are from ωB97M-V/def2-TZVPD.

XYZ file:
```
77
Properties=species:S:1:pos:R:3:lowdin_charge:R:1
C 0.8789 0.5394 4.0451 -0.04
C 2.0047 1.4107 4.6673 -0.43
C 1.7243 2.1022 5.9823 -0.22
O 2.6965 2.9532 6.5953 -0.20
C 2.9549 4.1417 5.8118 -0.08
N 3.1777 0.5607 4.8799 0.03
H 1.1767 0.1699 3.0639 0.05
H 0.0557 1.2288 3.8466 0.07
H 0.4905 -0.2875 4.6379 0.08
H 2.3780 2.2008 4.0107 0.11
H 1.5110 1.3669 6.7600 0.13
H 0.8147 2.7089 5.9930 0.12
H 2.0138 4.6888 5.8924 0.09
H 3.1660 3.8655 4.7790 0.07
H 3.7681 4.7187 6.2484 0.09
H 3.8518 1.0329 5.4676 0.06
H 3.6806 0.3259 4.0348 0.02
C 4.0484 -1.0285 1.4583 -0.06
C 4.6447 0.2903 1.2124 -0.45
C 3.7560 1.3612 0.6521 -0.18
O 4.5214 2.2240 -0.2413 -0.18
C 3.6660 3.0919 -0.9597 -0.12
N 5.1902 0.8837 2.4352 0.02
H 4.6900 -1.5622 2.1605 0.09
H 3.9475 -1.5906 0.5303 0.09
H 3.0856 -0.9795 1.9699 0.07
H 5.5334 0.1301 0.5980 0.14
H 3.2563 1.9523 1.4211 0.12
H 2.9648 0.8650 0.0852 0.11
H 3.1526 2.5847 -1.7767 0.09
H 4.2273 3.9173 -1.4011 0.08
H 3.0677 3.6662 -0.2494 0.09
H 5.5576 1.8119 2.2729 0.08
H 5.9683 0.4280 2.8935 0.08
C -3.7548 -4.8460 -4.5757 -0.06
C -3.0071 -5.4893 -3.3707 -0.43
C -2.2228 -4.5427 -2.5594 -0.25
O -1.3882 -3.7344 -3.3413 -0.23
C -0.1326 -4.2516 -3.8383 -0.05
N -4.0976 -6.1389 -2.6001 0.03
H -4.4195 -4.0136 -4.3436 0.08
H -4.1342 -5.6138 -5.2490 0.07
H -3.0654 -4.2870 -5.2144 0.06
H -2.2632 -6.2312 -3.6649 0.14
H -1.6904 -5.0865 -1.7750 0.13
H -2.8787 -3.8446 -2.0352 0.12
H -0.4487 -4.9903 -4.5770 0.08
H 0.2220 -4.6808 -2.9006 0.09
H 0.4573 -3.5000 -4.3587 0.09
H -4.4186 -6.9111 -3.1663 0.06
H -4.8367 -5.4631 -2.4686 0.06
C -2.2347 3.5025 -1.9644 -0.05
C -3.5316 2.9979 -2.6616 -0.42
C -4.2990 2.0141 -1.7603 -0.21
O -3.5419 0.8305 -1.6344 -0.18
C -4.2598 -0.3404 -1.3178 -0.10
N -4.3277 4.1184 -3.1875 0.03
H -1.4098 2.7919 -1.9266 0.05
H -2.4807 3.7748 -0.9365 0.08
H -1.8060 4.4003 -2.4110 0.07
H -3.2524 2.4860 -3.5839 0.13
H -5.2434 1.8045 -2.2696 0.11
H -4.6205 2.5355 -0.8556 0.13
H -3.7125 -1.2779 -1.4178 0.07
H -5.1186 -0.4715 -1.9803 0.08
H -4.6799 -0.3875 -0.3108 0.09
H -4.4099 4.8409 -2.4845 0.06
H -5.2504 3.8147 -3.4668 0.06
C 0.0427 -1.4314 -0.8186 -0.08
C -0.0547 -0.0809 -0.1037 -0.32
O -0.3477 0.7934 -1.1281 -0.09
H -0.9078 -1.7150 -1.2709 0.06
H 0.2401 -2.2802 -0.1592 0.07
H 0.8849 -1.4392 -1.5103 0.08
H 0.8440 0.1774 0.4544 0.09
H -0.9198 -0.1351 0.5614 0.11
H -1.1457 0.5282 -1.5935 0.06
```

E: -35670.303 eV
HOMO: -8.5 eV
energy above the lowest of the compared OMol25 structures with the same formula, charge and spin: 207.8 kJ/mol
SMILES: COC[C@H](C)N.COC[C@H](C)N.COC[C@H](C)N.COC[C@H](C)N.CCO
2S+1: 1



No. 3
Here is a single C4H10N2 molecule from the OMol25 dataset. Energies are from ωB97M-V/def2-TZVPD.

XYZ file:
```
16
Properties=species:S:1:pos:R:3:lowdin_charge:R:1
C 1.3069 -1.3293 1.4427 -0.11
C 0.2056 0.2085 -0.1543 -0.45
C -0.8683 -0.8453 -0.4204 -0.02
C -0.9669 2.0086 -1.1497 -0.16
H 0.6653 -1.0776 2.2898 0.08
H 2.3368 -1.5022 1.7844 0.08
H 0.9686 -2.2820 1.0115 0.07
H 1.9700 0.4880 0.6594 0.12
H -1.6162 -0.4814 -1.1093 0.06
H -1.3431 -1.1566 0.5228 0.09
H -0.4053 -1.7281 -0.8416 0.07
H -1.1395 1.5748 -2.1584 0.08
H -0.7888 3.0812 -1.2933 0.06
H -1.8764 1.8906 -0.5387 0.08
N 1.3648 -0.2910 0.4190 -0.05
N 0.1865 1.4419 -0.4638 0.00
```

E: -7289.974 eV
HOMO: -8.5 eV
energy above the lowest of the compared OMol25 structures with the same formula, charge and spin: 62.2 kJ/mol
SMILES: C/N=C(\C)NC
2S+1: 1



Which value of E does entry 2 give? -35670.303 eV